Computed, not measured: 7 unconnected molecules or ions with the total composition C28H77N7O7 in a non-equilibrium geometry, with ωB97M-V/def2-TZVPD.

Properties
LUMO = 0.013 Ha
Relative energy (zero: lowest compared OMol25 entry of this formula, charge and spin) = 524.8 kJ/mol
HOMO level = -0.329 Ha

```
! wB97M-V def2-TZVPD RIJCOSX def2/J DEFGRID3
* xyz 0 1
C 11.75 0.89 3.54
O 12.14 1.29 2.24
C 13.38 1.85 2.24
C 13.70 2.33 0.77
C 14.15 1.22 -0.16
N 14.66 3.42 0.72
H 10.69 0.68 3.70
H 12.05 1.51 4.39
H 12.13 -0.13 3.66
H 13.31 2.77 2.82
H 14.20 1.22 2.58
H 12.82 2.86 0.40
H 15.14 0.89 0.17
H 14.30 1.63 -1.16
H 13.48 0.36 -0.10
H 14.24 4.16 1.26
H 14.89 3.83 -0.17
C -0.82 -3.92 7.12
O -0.39 -4.82 8.12
C -0.50 -6.17 7.81
C 0.54 -7.05 8.58
C 1.97 -6.66 8.52
N 0.31 -8.33 8.08
H -1.80 -4.07 6.68
H -0.12 -4.09 6.30
H -0.66 -2.89 7.44
H -1.53 -6.54 7.83
H -0.39 -6.16 6.73
H 0.33 -6.96 9.64
H 2.12 -5.59 8.62
H 2.45 -6.82 7.55
H 2.51 -7.26 9.25
H 1.06 -8.82 8.54
H 0.51 -8.37 7.09
C -5.31 4.12 -8.28
O -4.66 4.01 -7.07
C -3.62 4.97 -6.66
C -3.28 4.83 -5.15
C -2.28 5.87 -4.63
N -2.62 3.54 -4.96
H -5.84 5.06 -8.46
H -6.02 3.30 -8.18
H -4.67 3.89 -9.14
H -2.75 4.95 -7.32
H -3.85 6.03 -6.74
H -4.20 4.86 -4.56
H -1.41 5.81 -5.29
H -1.92 5.76 -3.60
H -2.74 6.86 -4.69
H -2.12 3.29 -5.79
H -3.44 2.95 -4.90
C -5.26 -2.75 -5.43
O -5.99 -3.56 -6.33
C -6.25 -2.87 -7.51
C -7.34 -3.58 -8.27
C -8.75 -3.08 -7.81
N -7.25 -5.04 -8.23
H -4.38 -2.53 -6.04
H -4.89 -3.32 -4.58
H -5.82 -1.90 -5.06
H -6.44 -1.81 -7.35
H -5.30 -2.94 -8.04
H -7.17 -3.31 -9.31
H -8.83 -2.00 -7.81
H -8.88 -3.29 -6.75
H -9.60 -3.54 -8.31
H -7.16 -5.31 -7.26
H -6.32 -5.29 -8.54
C -0.45 0.74 0.83
O 0.12 0.17 1.96
C 1.35 0.89 2.35
C 2.55 -0.13 2.39
C 3.76 0.26 3.13
N 2.88 -0.34 1.01
H 0.17 0.62 -0.05
H -0.70 1.76 1.12
H -1.29 0.07 0.62
H 1.61 1.76 1.75
H 1.22 1.36 3.32
H 2.22 -1.07 2.83
H 3.64 0.54 4.17
H 4.22 1.16 2.72
H 4.37 -0.64 3.24
H 2.02 -0.68 0.60
H 3.08 0.51 0.51
C -2.46 -5.01 1.08
O -1.57 -5.83 0.31
C -0.20 -5.50 0.33
C 0.55 -6.35 -0.72
C 1.95 -5.80 -1.01
N -0.19 -6.20 -1.97
H -3.50 -5.32 1.02
H -2.39 -3.95 0.83
H -2.29 -5.12 2.15
H -0.03 -4.49 -0.04
H 0.27 -5.47 1.31
H 0.51 -7.38 -0.37
H 2.70 -6.04 -0.26
H 1.86 -4.73 -1.20
H 2.32 -6.24 -1.93
H -1.10 -6.44 -1.60
H -0.37 -5.21 -2.08
C -6.17 5.72 2.27
O -5.09 6.59 2.04
C -5.51 7.98 2.15
C -4.28 8.90 1.88
C -3.34 9.00 3.03
N -4.75 10.18 1.57
H -6.51 5.77 3.31
H -5.88 4.69 2.09
H -7.00 5.91 1.59
H -6.23 8.18 1.36
H -6.01 8.13 3.11
H -3.79 8.59 0.96
H -2.87 8.03 3.16
H -3.81 9.24 3.98
H -2.52 9.66 2.74
H -3.98 10.81 1.38
H -5.40 10.45 2.29
*
```

Atomic partial charges in e from the Löwdin method, atoms 1 to 2: atom 1 (C): -0.1043, atom 2 (O): -0.1672